# C5H8O2

An isolated molecule of C5H8O2 (wB97M-V/def2-TZVPD, the OMol25 dataset).

Each line ends with the Löwdin charge.
CARTESIAN COORDINATES (ANGSTROEM)
O: 1.1328 -0.2106 0.9259  0.024
H: -1.4077 -0.8154 -1.3102  0.114
C: 2.1577 -0.3679 0.0603  -0.277
H: 3.1878 -0.5362 -0.3839  0.174
H: -0.2723 -1.9904 -0.4936  0.112
H: -1.0724 -1.2522 1.7718  0.109
H: -1.2884 1.6943 -0.5611  0.092
C: -0.8121 -1.0508 -0.4311  -0.068
H: -2.2444 -0.0754 0.9967  0.108
H: 0.4226 1.6957 -1.0348  0.079
C: -0.1447 0.0827 0.2776  -0.489
O: 1.9721 -0.2616 -1.1603  -0.001
H: -0.0548 2.2055 0.6050  0.091
C: -0.2676 1.5054 -0.2093  -0.008
C: -1.3005 -0.6121 0.9264  -0.061

**HOMO energy**: -9.58 eV
**SMILES string**: CC1(OC=O)CC1
**Relative energy (zero: lowest compared OMol25 entry of this formula, charge and spin)**: 3.510 eV
**LUMO energy**: 0.0381 hartree
**HOMO-LUMO gap**: 10.617 eV
**DFT total energy**: -345.6760 a.u.